Molecular formula: C12H14F5N2O2
Method: DFT, ωB97M-V/def2-TZVPD

Cartesian coordinates (Å):
H 1.9904 2.9411 -0.7838
F -2.8675 -1.3353 2.3740
C 3.4663 -0.9723 -1.1644
C -1.6814 -0.2496 0.5528
F -4.0811 -2.8258 0.5905
C -0.8713 -1.3469 -0.2318
H 3.1240 1.2294 -1.1779
C -1.5545 2.3798 1.4537
H 3.1419 -0.1868 0.9917
H -0.5408 -3.3856 -0.4113
C 1.0901 0.2028 -0.7659
N 0.4267 -1.0735 -0.8502
F -5.4258 -0.9932 0.4298
C 1.1912 2.8376 0.0450
H 1.6903 2.9055 1.0748
C -0.9422 1.1460 0.6526
H 4.4901 -0.7230 -1.6290
F -3.7953 -1.2302 -1.1412
F -3.8811 0.5526 1.5647
H 3.0250 -1.9458 -1.5649
H 2.3841 0.3448 -2.6637
O -1.7699 3.6863 0.9401
C 3.7060 -1.0139 0.4408
H 0.4616 3.7166 -0.1416
H 3.3546 -2.0471 0.8219
H -2.6349 3.7532 0.4741
N -1.3539 -2.7410 -0.4005
C -3.1005 -0.5568 1.1849
C -4.0818 -1.4543 0.2270
C 0.4632 1.4126 -0.0267
H -1.8354 -2.8043 -1.3239
C 2.5239 0.3207 -1.5157
O -1.8402 2.1940 2.6715
H 0.9033 -1.8316 -1.3815
H 4.8250 -0.9059 0.6840

Cartesian forces (eV/Å) of the 2 atoms listed first:
H -1.32 -0.42 1.49
F -0.53 1.81 -2.61

**Structure (SMILES)**: CCCc1[nH]c(=[NH2+])c(C(F)(F)C(F)(F)F)c(C(=O)O)c1C
**DFT total energy**: -1224.5460 hartree
**Highest occupied orbital energy**: -13.65 eV
**Max |F|**: 0.1098 Eh/bohr
**Charge**: +1